(1)
C19H34AlBO9 | the ωB97M-V functional and the def2-TZVPD basis

XYZ file:
```
64
Properties=species:S:1:pos:R:3:nbo_charge:R:1
Al -23.289 -17.892 12.460 1.389
B -25.722 -19.750 12.316 -0.695
H -26.233 -18.986 12.882 0.056
H -24.929 -20.209 12.886 0.162
H -26.476 -20.504 12.150 0.241
H -25.294 -19.371 11.401 -0.008
O -23.047 -19.807 14.666 -0.483
C -23.067 -20.019 15.856 0.826
O -21.952 -20.047 16.525 -0.398
C -22.172 -20.260 17.914 -0.077
C -23.687 -20.180 18.102 -0.431
C -24.242 -20.387 16.718 -0.514
H -21.613 -19.519 18.486 0.231
H -21.770 -21.255 18.106 0.220
H -23.955 -19.161 18.380 0.228
H -24.004 -20.909 18.849 0.266
H -25.188 -19.899 16.483 0.258
H -24.506 -21.439 16.613 0.278
O -23.978 -18.386 9.617 -0.627
C -24.297 -19.025 8.609 0.830
O -24.251 -20.304 8.566 -0.435
C -24.482 -20.935 7.309 -0.075
C -25.190 -19.770 6.569 -0.447
C -24.735 -18.519 7.293 -0.520
H -25.170 -21.745 7.551 0.224
H -23.616 -21.389 6.828 0.228
H -26.280 -19.796 6.585 0.232
H -25.066 -19.670 5.491 0.260
H -25.515 -17.765 7.399 0.234
H -23.893 -18.007 6.827 0.266
O -25.162 -17.306 14.624 -0.660
C -26.184 -16.979 15.204 0.831
O -26.185 -16.782 16.545 -0.434
C -27.480 -16.467 16.962 -0.087
C -28.414 -16.881 15.851 -0.438
C -27.538 -16.789 14.585 -0.535
H -27.589 -15.389 17.082 0.206
H -27.766 -17.001 17.868 0.227
H -29.293 -16.260 15.678 0.250
H -28.839 -17.855 16.095 0.237
H -27.634 -15.870 14.007 0.238
H -27.691 -17.622 13.898 0.240
O -21.029 -18.277 10.601 -0.575
C -20.397 -18.135 9.584 0.835
O -20.956 -17.672 8.465 -0.464
C -20.033 -17.652 7.374 -0.076
C -18.702 -17.792 8.059 -0.427
C -19.008 -18.485 9.316 -0.533
H -20.058 -16.758 6.750 0.227
H -20.231 -18.536 6.768 0.192
H -18.360 -16.775 8.248 0.227
H -17.973 -18.362 7.482 0.259
H -18.358 -18.091 10.097 0.273
H -18.890 -19.565 9.232 0.273
C -26.724 -14.752 10.037 -0.689
C -26.583 -16.129 10.715 0.658
O -25.584 -16.374 11.415 -0.106
C -27.641 -17.192 10.475 -0.675
H -26.557 -13.931 10.734 0.304
H -27.686 -14.641 9.537 0.292
H -25.974 -14.620 9.257 0.310
H -27.924 -17.156 9.423 0.300
H -28.443 -16.926 11.164 0.310
H -27.353 -18.139 10.933 0.293
```

Computed properties:
Strongest force on any atom ... 5.8 eV/A
Electronic energy ... -45917.548 eV
<S²> ... 0.76
Charge ... +3
2S+1 ... 2

(2)
C19H34AlO11 | the ωB97M-V functional and the def2-TZVPD basis

XYZ file:
```
65
Properties=species:S:1:pos:R:3:nbo_charge:R:1
O -5.317 1.748 -2.942 -1.214
Al -3.489 1.443 -2.756 1.307
C -3.068 -0.301 -1.733 -0.599
O -1.878 -1.021 -2.256 -0.567
C -0.818 -0.138 -2.407 0.307
C -0.178 0.423 -1.223 -0.261
C 0.957 1.402 -1.381 -0.232
C 1.328 1.752 -2.760 -0.247
C 0.699 1.182 -3.945 -0.227
C -0.385 0.225 -3.750 -0.233
H -5.474 1.939 -3.882 0.463
H -2.902 1.431 -4.265 -0.458
H -2.723 2.651 -2.009 -0.449
H -3.909 -1.048 -1.788 0.183
H -2.905 -0.027 -0.653 0.155
H -0.566 0.092 -0.231 0.218
H 1.472 1.831 -0.493 0.211
H 2.149 2.489 -2.913 0.200
H 0.968 1.450 -4.988 0.213
H -0.950 -0.241 -4.595 0.237
C 2.517 -0.597 2.297 -0.640
C 3.744 -0.621 1.413 -0.075
O 4.477 0.610 1.509 -0.487
C 5.211 0.761 2.612 0.986
O 5.316 -0.034 3.514 -0.661
O 5.795 1.967 2.561 -0.494
C 6.530 2.302 3.736 -0.255
H 1.901 0.275 2.069 0.219
H 1.922 -1.499 2.151 0.223
H 2.788 -0.542 3.353 0.217
H 3.430 -0.720 0.374 0.208
H 4.393 -1.470 1.636 0.187
H 7.259 1.530 3.981 0.190
H 5.845 2.462 4.570 0.189
H 7.061 3.232 3.540 0.194
C 6.171 -6.721 1.402 -0.640
C 7.638 -6.383 1.221 -0.069
O 7.849 -4.966 1.203 -0.495
C 7.802 -4.361 2.396 0.983
O 7.610 -4.896 3.458 -0.648
O 7.979 -3.049 2.201 -0.495
C 7.846 -2.264 3.388 -0.258
H 5.566 -6.218 0.644 0.215
H 6.013 -7.798 1.326 0.214
H 5.805 -6.389 2.374 0.227
H 7.978 -6.757 0.255 0.188
H 8.259 -6.853 1.987 0.190
H 8.501 -2.628 4.180 0.189
H 6.807 -2.263 3.719 0.207
H 8.131 -1.242 3.145 0.193
C -12.227 2.293 -1.219 -0.639
C -11.810 3.748 -1.135 -0.067
O -10.483 3.882 -0.620 -0.506
C -9.495 3.591 -1.486 0.981
O -9.640 3.245 -2.632 -0.652
O -8.335 3.727 -0.849 -0.503
C -7.184 3.342 -1.628 -0.263
H -12.104 1.803 -0.250 0.208
H -13.270 2.209 -1.530 0.206
H -11.611 1.745 -1.933 0.232
H -12.466 4.272 -0.438 0.180
H -11.898 4.250 -2.101 0.190
H -7.160 3.867 -2.582 0.191
H -7.181 2.267 -1.783 0.228
H -6.294 3.612 -1.064 0.204
```

Computed properties:
Strongest force on any atom ... 3.9 eV/A
Electronic energy ... -49375.239 eV
Charge ... -1
Energy above the lowest of the compared OMol25 structures with the same formula, charge and spin ... 0.0 kJ/mol

(3)
C19H34F6N2Si2TeTi | the ωB97M-V functional and the def2-TZVPD basis

XYZ file:
```
65
Properties=species:S:1:pos:R:3:nbo_charge:R:1
Ti 0.130 0.154 0.078 1.077
C -2.449 -1.508 -0.486 -0.412
N -1.290 -1.085 -1.283 -0.497
C -1.749 -0.372 -2.476 -0.405
C -0.480 -2.258 -1.664 -0.224
C 0.299 -2.872 -0.476 -0.224
N 0.497 -1.880 0.559 -0.835
C 0.354 -2.245 1.860 0.092
C -0.290 -1.367 2.747 0.281
F -0.849 -0.230 2.219 -0.323
C -0.382 -1.591 4.101 0.349
F -1.001 -0.686 4.873 -0.304
C 0.122 -2.749 4.663 -0.382
C 0.723 -3.655 3.809 0.360
F 1.240 -4.787 4.310 -0.307
C 0.841 -3.421 2.454 0.254
F 1.512 -4.308 1.692 -0.313
H -3.142 -2.097 -1.101 0.184
H -2.969 -0.630 -0.104 0.215
H -2.115 -2.112 0.355 0.217
H -2.348 -1.023 -3.126 0.184
H -0.890 -0.006 -3.040 0.207
H -2.352 0.482 -2.172 0.221
H 0.208 -1.931 -2.447 0.200
H -1.130 -3.025 -2.106 0.189
H 1.244 -3.260 -0.876 0.191
H -0.244 -3.744 -0.097 0.189
H 0.045 -2.937 5.723 0.250
C 2.657 2.928 4.748 -1.119
Si 4.023 3.008 3.471 1.644
C 4.663 4.767 3.333 -1.110
C 5.427 1.852 3.928 -1.119
C 3.340 2.517 1.791 -1.153
Te 2.538 0.540 1.732 0.609
C 3.955 -0.338 0.385 -1.140
Si 4.005 0.269 -1.395 1.651
C 5.090 -0.910 -2.370 -1.111
C 4.698 2.006 -1.537 -1.119
C 2.265 0.284 -2.132 -1.065
H 3.055 3.100 5.751 0.240
H 2.159 1.956 4.757 0.242
H 1.898 3.690 4.555 0.242
H 5.074 5.111 4.285 0.238
H 3.864 5.454 3.048 0.240
H 5.454 4.846 2.584 0.235
H 5.845 2.125 4.900 0.240
H 6.236 1.905 3.196 0.233
H 5.092 0.815 3.991 0.244
H 4.115 2.571 1.027 0.247
H 2.530 3.178 1.475 0.268
H 3.670 -1.394 0.404 0.260
H 4.935 -0.267 0.861 0.248
H 6.108 -0.941 -1.977 0.240
H 5.147 -0.604 -3.417 0.238
H 4.692 -1.927 -2.341 0.238
H 5.655 2.120 -1.024 0.238
H 4.005 2.752 -1.146 0.242
H 4.862 2.239 -2.593 0.242
H 2.192 -0.264 -3.074 0.244
H 1.922 1.306 -2.290 0.260
H 1.569 -0.213 -1.445 0.169
F -1.406 1.831 0.057 -0.456
C -0.043 2.365 -0.309 0.039
F 0.222 3.288 0.683 -0.376
H -0.297 2.961 -1.194 0.103
```

Computed properties:
Strongest force on any atom ... 0.7 eV/A
Electronic energy ... -85703.561 eV
<S²> ... 2.00
2S+1 ... 3
Energy above the lowest of the compared OMol25 structures with the same formula, charge and spin ... 4.5 kJ/mol

(4)
C19H34F6OP2Tc | the ωB97M-V functional and the def2-TZVPD basis

XYZ file:
```
63
Properties=species:S:1:pos:R:3:nbo_charge:R:1
P 1.196 -4.034 -2.757 1.623
P 3.846 -4.222 0.151 1.533
C 2.851 -4.797 -2.520 -0.755
C 3.168 -5.364 -1.120 -0.715
H 3.633 -4.091 -2.842 0.265
H 2.880 -5.628 -3.249 0.278
H 2.307 -5.899 -0.688 0.258
H 3.976 -6.113 -1.240 0.296
C 5.596 -4.044 -0.367 -0.962
H 6.026 -3.112 0.020 0.279
H 5.680 -4.026 -1.460 0.253
H 6.174 -4.894 0.022 0.271
C 3.986 -5.203 1.672 -0.956
H 4.839 -5.884 1.566 0.274
H 3.062 -5.771 1.841 0.264
H 4.162 -4.545 2.533 0.276
C 1.066 -3.978 -4.559 -0.967
H 0.141 -3.460 -4.847 0.278
H 1.053 -5.007 -4.946 0.273
H 1.922 -3.437 -4.988 0.279
C -0.026 -5.238 -2.171 -0.969
H 0.167 -5.592 -1.147 0.267
H -0.004 -6.100 -2.861 0.290
H -1.037 -4.806 -2.197 0.283
Tc -1.237 -1.385 -0.079 1.096
C 3.540 -2.586 0.858 -0.590
C 3.776 -1.476 -0.082 -0.081
C 3.682 -1.602 -1.520 -0.482
C 2.291 -1.243 -2.107 -0.382
C 1.228 -2.357 -2.144 -0.610
C 0.373 -2.564 -0.849 -0.404
C 0.957 -3.253 0.378 -0.464
C 1.997 -2.496 1.235 -0.430
C -2.317 -0.347 -1.470 -0.907
H 4.110 -2.506 1.804 0.298
H 3.942 -0.484 0.344 0.237
H 3.953 -2.622 -1.845 0.172
H 4.401 -0.913 -2.012 0.266
H 1.834 -0.426 -1.520 0.268
H 2.417 -0.864 -3.137 0.237
H 0.510 -1.957 -2.882 0.276
H -0.539 -3.159 -1.151 0.162
H 1.311 -4.269 0.104 0.171
H 0.087 -3.455 1.052 0.244
H 1.722 -1.436 1.260 0.275
H 1.850 -2.851 2.275 0.238
H -3.319 -0.046 -1.075 0.231
H -2.517 -0.934 -2.386 0.209
H -1.851 0.595 -1.820 0.238
C -0.251 2.557 0.321 -0.648
C -0.101 1.316 1.192 0.123
O -0.234 0.088 0.497 -0.734
C 1.352 1.295 1.787 0.969
F 1.721 2.414 2.468 -0.296
F 1.567 0.228 2.599 -0.321
F 2.213 1.172 0.721 -0.343
C -1.226 1.309 2.272 0.960
F -1.249 2.407 3.080 -0.299
F -2.424 1.269 1.599 -0.328
F -1.177 0.202 3.050 -0.313
H 0.547 2.591 -0.423 0.238
H -0.193 3.443 0.959 0.259
H -1.224 2.531 -0.180 0.246
```

Computed properties:
Strongest force on any atom ... 3.8 eV/A
Electronic energy ... -59363.606 eV
<S²> ... 3.78
Charge ... +2
2S+1 ... 4

> Among the records above, which one has the highest strongest force on any atom?

C19H34AlBO9

> The lowest electronic energy belongs to which entry?

C19H34F6N2Si2TeTi

> The highest strongest force on any atom belongs to which entry?

C19H34AlBO9

> What is the formula in the second record?

C19H34AlO11